Record 1
Below is CHNO4 as an isolated structure, with properties calculated with ωB97M-V with the def2-TZVPD basis set.

Geometry as XYZ:
```
7
Properties=species:S:1:pos:R:3:forces:R:3
C -0.95188 0.00076 0.00415 0.6673 -0.0604 0.0462
N -0.34894 -1.11219 -0.07032 -1.5396 -0.2206 -0.1355
O -0.33697 1.18384 0.14374 -0.0922 0.6195 0.6278
O 0.87581 -1.34010 -0.05876 1.4670 0.0269 -0.0316
O 1.06442 1.05434 -0.35014 0.1785 -0.2152 -0.7973
O 1.72527 0.16044 0.31780 -0.6174 -0.0802 0.3798
H -2.02771 0.05292 0.01353 -0.0635 -0.0701 -0.0894
```
Positions in Å, forces in eV/Å.

**Max |F|**: 1.561 eV/A
**Net charge**: 0
**E_HOMO (alpha / beta)**: -0.368 / -0.375 Eh

***

Record 2
Below is a 2-piece molecular cluster, C4H2O3 overall, with properties calculated with ωB97M-V with the def2-TZVPD basis set.

Geometry as XYZ:
```
9
Properties=species:S:1:pos:R:3:forces:R:3
C 0.99563 -1.03448 1.10463 -0.0939 0.0277 0.7506
C 1.25661 -1.23741 2.33414 -0.2396 0.1205 -0.7682
C -2.23371 1.17164 -0.48791 -1.5263 -0.5888 2.2564
C 0.94877 -0.83021 -0.22009 1.0387 -1.2748 0.3099
O -1.86399 1.47968 -1.53904 0.2795 -0.0321 0.0086
O -2.67697 0.86752 0.56932 1.2238 0.6249 -2.2628
O 1.25154 0.31208 -0.78965 -0.0187 0.9722 0.5076
H 0.86241 -1.70753 -0.89901 -0.3431 1.0437 0.1266
H 1.45970 0.97871 -0.07240 -0.3204 -0.8932 -0.9287
```
Positions in Å, forces in eV/Å.

**Max |F|**: 2.787 eV/A
**Net charge**: 0
**E_HOMO**: -0.379 Eh

***

Record 3
Below is C10H20ClIO3PSc as an isolated structure, with properties calculated with ωB97M-V with the def2-TZVPD basis set.

Geometry as XYZ:
```
37
Properties=species:S:1:pos:R:3:forces:R:3
C 1.51026 -2.18031 -0.58787 -0.6974 -0.1221 -0.1763
C 2.66259 -1.44263 0.04392 1.1118 -2.0517 1.7510
H 1.85721 -3.16467 -0.94816 0.0643 0.3751 0.1694
H 1.05484 -1.66961 -1.45780 0.4096 -0.0779 0.3755
H 0.72471 -2.37175 0.16333 0.4065 0.0056 -0.2766
O 3.01730 -1.60251 1.21687 -0.9810 0.3273 -2.5397
I 2.82699 1.25618 0.09927 0.1519 1.7542 -0.2377
Sc -2.11113 0.37611 0.36502 0.3100 0.5761 -0.7170
P -0.57278 0.80527 -2.16402 -0.4664 0.7699 -1.9592
C 0.96534 1.20234 -3.11299 1.0401 -0.0656 0.8201
C -1.23485 -0.24622 -3.52431 -0.4266 -0.6505 0.6820
H -2.44282 2.33432 -2.02087 0.0622 0.3021 -0.3547
H -1.50680 2.61238 -3.54625 0.0006 -0.1485 0.3717
H -0.87961 3.18077 -1.96419 -0.2053 -0.0372 -0.1294
C -1.44383 2.38733 -2.47146 -0.1941 0.0586 0.5540
H -2.24787 -0.57229 -3.27127 0.0283 -0.1154 -0.3215
H -1.23920 0.27809 -4.49175 0.0229 -0.0036 0.4992
H 0.71092 1.50169 -4.14423 -0.3372 -0.1828 0.5385
H 1.61463 0.31999 -3.16871 -0.0841 0.1794 0.0011
H -0.58812 -1.13104 -3.60214 -0.2631 0.1272 -0.0654
H 1.53840 2.01102 -2.64853 -0.1246 -0.1773 -0.0546
C 3.48159 -0.53191 -0.86576 1.4485 -1.2233 -1.0369
O 4.25950 -0.75897 -1.75143 -2.0010 0.9195 2.0035
Cl -3.79944 1.92818 0.45144 1.0292 -1.0924 -0.0798
C -1.11802 0.18229 4.16312 -0.8316 -0.1283 -0.2098
C 0.01404 -0.82463 4.03851 0.6339 0.1813 -0.2435
C -0.11652 -1.39104 2.62743 0.9161 -1.4477 0.3088
O -0.99829 -0.49854 1.86760 -0.9354 0.6156 -0.4815
C -1.31822 0.65318 2.70380 0.4229 0.4050 1.2972
H -2.03504 -0.29635 4.51275 0.0357 0.0268 -0.0123
H -0.88665 0.99688 4.84830 -0.0432 0.0830 -0.2338
H -0.01178 -1.60694 4.80197 -0.2110 0.1045 -0.2054
H 0.98962 -0.33435 4.14234 -0.2285 -0.0174 -0.0651
H 0.83879 -1.42703 2.10465 -0.0534 0.1027 0.0437
H -0.55726 -2.39378 2.60849 -0.1549 0.3198 -0.0881
H -2.35865 0.97299 2.48573 0.1137 0.0667 0.3389
H -0.59986 1.44557 2.49723 0.0308 0.2414 -0.2659
```
Positions in Å, forces in eV/Å.

**Max |F|**: 2.977 eV/A
**Net charge**: +2
**E_HOMO**: -0.565 Eh

***

Q: What is the max |F| in the second record?
A: 2.787 eV/A

***

Please write out number 2 again, unchanged.
Below is a 2-piece molecular cluster, C4H2O3 overall, with properties calculated with ωB97M-V with the def2-TZVPD basis set.

Geometry as XYZ:
```
9
Properties=species:S:1:pos:R:3:forces:R:3
C 0.99563 -1.03448 1.10463 -0.0939 0.0277 0.7506
C 1.25661 -1.23741 2.33414 -0.2396 0.1205 -0.7682
C -2.23371 1.17164 -0.48791 -1.5263 -0.5888 2.2564
C 0.94877 -0.83021 -0.22009 1.0387 -1.2748 0.3099
O -1.86399 1.47968 -1.53904 0.2795 -0.0321 0.0086
O -2.67697 0.86752 0.56932 1.2238 0.6249 -2.2628
O 1.25154 0.31208 -0.78965 -0.0187 0.9722 0.5076
H 0.86241 -1.70753 -0.89901 -0.3431 1.0437 0.1266
H 1.45970 0.97871 -0.07240 -0.3204 -0.8932 -0.9287
```
Positions in Å, forces in eV/Å.

**Max |F|**: 2.787 eV/A
**Net charge**: 0
**E_HOMO**: -0.379 Eh

***

Q: Which formula does entry 3 have?
A: C10H20ClIO3PSc